[1]
{
  "formula": "C34H53N4PdSbSi3",
  "method": "ωB97M-V with the def2-TZVPD basis set",
  "species": ["Pd", "C", "Sb", "C", "C", "C", "C", "C", "C", "N", "Si", "C", "C", "C", "C", "C", "C", "C", "C", "C", "N", "Si", "C", "C", "C", "Si", "C", "C", "C", "H", "H", "H", "H", "H", "H", "H", "H", "H", "H", "H", "H", "H", "H", "H", "H", "H", "H", "H", "H", "H", "H", "H", "H", "H", "H", "H", "H", "H", "H", "H", "H", "H", "H", "H", "H", "H", "H", "C", "C", "C", "C", "N", "C", "C", "H", "H", "H", "H", "H", "H", "H", "C", "C", "C", "C", "C", "C", "N", "H", "H", "H", "H", "H", "H", "H", "H"],
  "positions_angstrom": [[-0.714298, 0.675521, 0.819738], [-0.743398, -3.861579, -0.435262], [-0.149698, -1.962979, 0.520638], [-1.308998, -0.693579, -0.743762], [-1.075598, -0.712879, -2.171862], [-0.583798, 0.395321, -2.866562], [-0.525898, 0.359821, -4.242962], [-0.950898, -0.787079, -4.904962], [-1.375698, -1.854679, -4.130662], [-1.436498, -1.834079, -2.812162], [-3.133998, -0.622779, -0.295562], [-4.085198, -2.254179, -0.604662], [-3.501098, -0.151479, 1.532738], [-3.965898, 0.612721, -1.508562], [2.043502, -1.638279, -0.124062], [2.298502, -0.255679, -0.561862], [3.493702, 0.075921, -1.222262], [3.832102, 1.388521, -1.457362], [2.971702, 2.393921, -1.030562], [1.804102, 1.997421, -0.413062], [1.477202, 0.729921, -0.193762], [2.713502, -2.996379, -1.315762], [4.560102, -3.029879, -1.874162], [2.560102, -4.693379, -0.455862], [1.800502, -2.819379, -2.982062], [2.857202, -1.612679, 1.648538], [2.406502, -3.129479, 2.719338], [4.757702, -1.677679, 1.511738], [2.382602, 0.001821, 2.547138], [-1.812398, -3.941479, -0.280762], [-0.254098, -4.679579, 0.075138], [-0.537598, -3.903379, -1.496062], [-0.273298, 1.262521, -2.301862], [-0.165998, 1.216621, -4.796462], [-0.948598, -0.850179, -5.982562], [-1.701598, -2.780279, -4.590462], [-3.900398, -3.006979, 0.154438], [-3.806998, -2.670079, -1.565162], [-5.151698, -2.056979, -0.620862], [-3.662498, -1.038279, 2.139838], [-4.403598, 0.451521, 1.589438], [-2.679998, 0.420721, 1.991238], [-4.127298, 0.120521, -2.461162], [-3.357398, 1.491021, -1.691062], [-4.933098, 0.938321, -1.142462], [4.168702, -0.704679, -1.512262], [4.760102, 1.625021, -1.961662], [3.201602, 3.438521, -1.172662], [1.092502, 2.730321, -0.051062], [5.263702, -2.794479, -1.084862], [4.760902, -2.362879, -2.708162], [4.794702, -4.034079, -2.217162], [3.487602, -4.952879, 0.042938], [2.354202, -5.471579, -1.181762], [1.774902, -4.712779, 0.287538], [2.018802, -1.857679, -3.438562], [0.725002, -2.883379, -2.872562], [2.110302, -3.588579, -3.682262], [3.029402, -3.982179, 2.474938], [1.368102, -3.432679, 2.619538], [2.587202, -2.890079, 3.761738], [5.097402, -2.599279, 1.055538], [5.184502, -1.637579, 2.507038], [5.171402, -0.851679, 0.944238], [1.376002, 0.341221, 2.268338], [3.075102, 0.804221, 2.302538], [2.390602, -0.116979, 3.626238], [-3.666798, 6.292721, -1.559062], [-2.930998, 5.066321, -1.132762], [-3.356198, 4.273821, -0.073762], [-2.623698, 3.154621, 0.286238], [-1.490298, 2.802121, -0.314762], [-1.081098, 3.562321, -1.326662], [-1.765698, 4.671721, -1.779262], [-4.637698, 6.353021, -1.075362], [-3.801998, 6.304921, -2.640062], [-3.088198, 7.176821, -1.288762], [-4.253798, 4.527121, 0.468138], [-2.950498, 2.506121, 1.090138], [-0.150998, 3.289221, -1.808262], [-1.388798, 5.228021, -2.624762], [-0.947398, -1.073579, 4.106338], [-0.786498, 0.399121, 4.206238], [-0.731998, 1.150721, 5.387138], [-0.551398, 2.469721, 5.008138], [-0.494198, 2.461921, 3.604638], [-0.265498, 3.618421, 2.701938], [-0.644998, 1.209521, 3.123738], [-1.311198, -1.475479, 5.050438], [0.012602, -1.547079, 3.875238], [-1.650298, -1.332279, 3.311838], [-0.827798, 0.762921, 6.383238], [-0.470198, 3.331821, 5.642938], [0.424802, 4.330621, 3.147738], [-1.200198, 4.143021, 2.489938], [0.146802, 3.259021, 1.758538]],
  "forces_ev_per_a": [[-0.3, -0.6, -0.1], [0.2, 0.3, 0.3], [0.6, -0.9, -0.4], [0.3, 0.7, 2.0], [0.3, 0.5, -0.9], [0.1, 0.0, 0.2], [0.0, -0.2, -0.2], [0.1, 0.1, 0.1], [-0.1, 0.1, -0.5], [-0.3, 0.1, 0.5], [-1.6, -0.1, -0.3], [0.6, 0.5, 0.1], [0.7, 0.1, -0.7], [0.5, -0.4, 0.5], [-0.3, -0.9, 0.4], [0.3, 0.4, -0.2], [-0.1, 0.1, 0.0], [-0.1, 0.1, 0.0], [0.0, -0.2, -0.1], [0.1, 0.5, 0.0], [-0.8, 0.0, 0.2], [0.2, -0.4, -0.4], [-0.5, 0.4, 0.3], [-0.2, 0.7, -0.2], [0.1, -0.2, 0.8], [0.5, 0.0, 0.7], [0.0, 0.4, -0.6], [-0.7, 0.0, -0.1], [-0.2, -0.6, -0.6], [-0.2, 0.1, 0.0], [0.1, -0.1, 0.2], [0.1, 0.2, -0.1], [0.0, 0.0, -0.1], [0.0, 0.0, 0.0], [0.0, 0.0, -0.1], [0.0, 0.0, -0.1], [0.1, -0.1, 0.2], [0.1, -0.1, -0.3], [-0.3, 0.2, 0.1], [0.1, -0.1, 0.0], [-0.1, 0.1, -0.1], [-0.3, 0.0, 0.3], [0.0, -0.2, -0.3], [0.1, 0.2, -0.1], [-0.2, 0.0, 0.2], [0.1, -0.2, -0.1], [0.0, 0.0, 0.0], [0.0, 0.1, 0.0], [0.1, 0.0, 0.0], [0.2, 0.1, 0.2], [0.0, 0.1, -0.1], [-0.1, -0.2, 0.0], [0.3, 0.1, 0.1], [-0.1, -0.2, -0.2], [-0.1, -0.1, 0.2], [0.1, 0.2, 0.0], [-0.1, 0.0, 0.0], [0.2, -0.2, -0.1], [0.2, -0.2, -0.2], [-0.2, -0.1, 0.1], [0.0, 0.1, 0.2], [0.1, -0.3, -0.1], [0.0, 0.1, 0.3], [0.1, 0.2, -0.1], [0.3, -0.1, 0.3], [0.1, 0.1, -0.1], [0.0, -0.1, 0.2], [0.0, 0.1, 0.0], [0.1, -0.3, 0.1], [0.1, 0.0, -0.1], [-0.1, 0.1, 0.1], [0.0, -0.4, 0.2], [0.1, 0.1, -0.2], [0.0, 0.0, 0.1], [-0.1, 0.1, 0.0], [0.0, 0.0, 0.0], [0.0, 0.1, 0.0], [-0.1, 0.0, 0.1], [-0.1, 0.1, 0.1], [0.0, -0.1, 0.0], [0.1, 0.1, -0.1], [0.2, 0.0, -0.2], [-0.2, -0.1, 1.0], [-0.2, -1.2, -0.6], [0.2, 0.7, -1.3], [0.2, 0.8, 1.1], [-0.2, 0.0, 0.0], [0.0, 0.0, -1.2], [0.0, -0.1, 0.0], [-0.1, -0.2, 0.0], [0.0, -0.2, 0.1], [0.0, -0.2, 0.2], [0.1, 0.2, 0.1], [0.1, 0.1, 0.0], [0.0, 0.2, -0.2], [0.0, 0.2, -0.1]],
  "lowdin_charge": [0.623, -0.257, 1.455, -0.531, -0.425, -0.032, -0.058, -0.067, -0.153, 0.092, 0.481, -0.179, -0.178, -0.158, -0.513, -0.427, -0.036, -0.042, -0.047, -0.153, 0.044, 0.531, -0.184, -0.173, -0.157, 0.486, -0.190, -0.165, -0.162, -0.015, -0.015, -0.009, 0.070, 0.107, 0.098, 0.111, 0.016, 0.016, 0.028, 0.031, 0.034, -0.021, 0.030, 0.003, 0.029, 0.072, 0.113, 0.105, 0.072, 0.008, 0.024, 0.033, 0.030, 0.035, -0.012, 0.034, -0.016, 0.035, 0.020, -0.008, 0.033, 0.010, 0.033, 0.025, -0.025, 0.037, 0.042, -0.038, -0.261, -0.003, -0.150, 0.035, -0.144, -0.011, 0.079, 0.086, 0.091, 0.118, 0.100, 0.092, 0.117, -0.081, -0.417, -0.100, -0.097, -0.414, -0.068, -0.021, 0.075, 0.040, 0.016, 0.082, 0.080, 0.073, 0.060, 0.023],
  "orbital_gap_ev": [4.619, 4.661],
  "total_charge": 0,
  "e_homo_ha": [-0.213, -0.213],
  "total_energy_ha": -2783.00203
}


[2]
{
  "formula": "CH7N2O",
  "method": "ωB97M-V with the def2-TZVPD basis set",
  "species": ["N", "H", "H", "H", "H", "C", "N", "O", "H", "H", "H"],
  "positions_angstrom": [[0.417411, 0.466184, -2.094857], [-0.078699, -0.018633, -2.871491], [0.254599, -0.078151, -1.204502], [1.425234, 0.537758, -2.332473], [0.039110, 1.442974, -1.955015], [-0.001432, -0.538090, 1.222968], [-0.350651, 0.717444, 1.526460], [-0.208246, -1.077232, 0.144258], [0.527723, -1.060462, 2.031591], [-0.201839, 1.060765, 2.460167], [-0.938681, 1.258478, 0.910343]],
  "forces_ev_per_a": [[-0.1, -0.2, 0.3], [0.0, 0.2, 0.0], [0.1, 0.1, -0.5], [0.1, 0.0, 0.1], [-0.1, 0.0, -0.1], [0.0, -0.2, -0.2], [-0.2, 0.1, 0.4], [0.1, 0.1, 0.3], [0.0, 0.0, 0.0], [0.0, 0.0, -0.1], [0.1, 0.0, -0.1]],
  "lowdin_charge": [-0.001, 0.047, 0.028, 0.031, -0.002, -0.439, 0.120, -0.090, 0.133, 0.099, 0.075],
  "orbital_gap_ev": [4.311, 11.554],
  "total_charge": 0,
  "s2": 0.750,
  "e_homo_ha": [-0.130, -0.403],
  "multiplicity": 2,
  "total_energy_ha": -226.95595
}


[3]
{
  "formula": "C34H29N9Pd",
  "method": "ωB97M-V with the def2-TZVPD basis set",
  "species": ["Pd", "C", "C", "C", "C", "C", "N", "C", "C", "C", "C", "C", "C", "C", "N", "C", "C", "C", "N", "C", "C", "N", "C", "C", "C", "N", "H", "H", "H", "H", "H", "H", "H", "H", "H", "H", "H", "H", "H", "H", "H", "H", "H", "H", "N", "C", "C", "N", "C", "C", "N", "C", "C", "N", "H", "H", "H", "H", "H", "H", "C", "C", "C", "C", "C", "C", "C", "C", "H", "H", "H", "H", "H"],
  "positions_angstrom": [[0.113808, -0.580280, -0.285805], [-2.217895, 4.607493, 3.289136], [-1.441579, 3.764178, 2.316785], [-0.046732, 3.793580, 2.288268], [0.676564, 2.970983, 1.442589], [0.033093, 2.113753, 0.549705], [0.778798, 1.241116, -0.251791], [1.603678, 1.694812, -1.265244], [1.345001, 2.848160, -2.009608], [2.216256, 3.256512, -2.999543], [3.350567, 2.509583, -3.324545], [4.251751, 2.921162, -4.454261], [3.600727, 1.355008, -2.596779], [2.756279, 0.970972, -1.563193], [3.108173, -0.151958, -0.762194], [4.372736, -0.500960, -0.461390], [4.346815, -1.742679, 0.125992], [2.997180, -2.084682, 0.145497], [2.237980, -1.127474, -0.386185], [-1.363049, 2.148836, 0.527777], [-2.089642, 2.924506, 1.419606], [-2.044887, 1.468588, -0.521368], [-3.069527, 1.950678, -1.257934], [-3.236077, 1.122195, -2.341612], [-2.246519, 0.148058, -2.203330], [-1.540638, 0.360380, -1.098488], [-1.704108, 5.546550, 3.488403], [-2.339935, 4.090321, 4.242769], [-3.212422, 4.838004, 2.910173], [0.482400, 4.462076, 2.956539], [1.759311, 2.982325, 1.455872], [0.459539, 3.429649, -1.783583], [2.005201, 4.163553, -3.552133], [4.261022, 4.003343, -4.573145], [3.908299, 2.489094, -5.396171], [5.275336, 2.587205, -4.290631], [4.462656, 0.745623, -2.840014], [5.191013, 0.161723, -0.683165], [5.185382, -2.318119, 0.474754], [2.567348, -3.007957, 0.484255], [-3.172705, 2.893361, 1.396327], [-3.561682, 2.867243, -0.982504], [-3.955165, 1.220753, -3.134853], [-2.013518, -0.682813, -2.846405], [0.748941, -1.707779, 4.403343], [0.430668, -0.403066, 4.628644], [0.051893, 0.110942, 3.414397], [0.132425, -0.853149, 2.460912], [0.550608, -1.939289, 3.073154], [0.755105, -3.197706, 2.409430], [0.382013, -3.506211, 1.153332], [0.743358, -4.825420, 0.875954], [1.339535, -5.312105, 1.978297], [1.337893, -4.293327, 2.911281], [1.029725, -2.354918, 5.122065], [0.494171, 0.036905, 5.608631], [-0.267365, 1.113771, 3.183567], [0.534451, -5.265548, -0.082267], [1.760336, -6.279575, 2.186398], [1.744551, -4.364514, 3.830696], [-0.269296, -2.700229, 0.236343], [-1.254566, -2.555389, -0.478682], [-2.552885, -2.623091, -1.068963], [-3.625616, -1.998155, -0.425113], [-4.894513, -2.108595, -0.960013], [-5.095596, -2.828392, -2.133080], [-4.029618, -3.447819, -2.773185], [-2.753674, -3.347696, -2.246316], [-3.451732, -1.430702, 0.480481], [-5.731071, -1.633647, -0.466072], [-6.090949, -2.909210, -2.548879], [-4.194432, -4.009595, -3.682200], [-1.915200, -3.820943, -2.740753]],
  "forces_ev_per_a": [[0.4, -0.3, -0.8], [0.0, 0.0, 0.0], [0.0, 0.0, 0.0], [0.1, 0.0, 0.0], [0.0, 0.0, 0.1], [-0.1, 0.1, -0.1], [0.1, 0.0, 0.5], [-0.1, -0.1, -0.1], [0.0, 0.0, 0.0], [0.0, 0.0, 0.0], [0.0, 0.0, 0.0], [0.0, 0.0, 0.0], [0.0, 0.0, 0.0], [-0.1, 0.1, -0.1], [0.1, -0.1, -0.1], [0.0, 0.0, 0.0], [0.0, 0.0, 0.0], [0.0, 0.0, 0.0], [0.0, 0.2, 0.0], [0.1, 0.0, -0.1], [0.0, 0.0, 0.1], [-0.1, 0.0, 0.0], [0.0, 0.0, 0.0], [0.0, 0.0, 0.0], [0.1, 0.0, 0.0], [-0.1, 0.0, 0.3], [0.0, 0.0, 0.0], [0.0, 0.0, 0.0], [0.0, 0.0, 0.0], [0.0, 0.0, 0.0], [0.0, 0.0, 0.0], [0.0, 0.0, 0.0], [0.0, 0.0, 0.0], [0.0, 0.0, 0.0], [0.0, 0.0, 0.0], [0.0, 0.0, 0.0], [0.0, 0.0, 0.0], [0.0, 0.0, 0.0], [0.0, 0.0, 0.0], [0.0, 0.0, 0.0], [0.0, 0.0, 0.0], [0.0, 0.0, 0.0], [0.0, 0.0, 0.0], [0.0, 0.0, 0.0], [0.0, 0.0, 0.0], [0.0, 0.0, 0.0], [0.0, 0.0, 0.0], [-0.1, 0.0, 0.0], [0.0, 0.1, 0.1], [0.0, -0.1, -0.1], [0.1, -0.1, 0.0], [0.0, 0.0, 0.0], [0.0, 0.0, 0.0], [0.0, 0.0, 0.0], [0.0, 0.0, 0.0], [0.0, 0.0, 0.0], [0.0, 0.0, 0.0], [0.0, 0.0, 0.0], [0.0, 0.0, 0.0], [0.0, 0.0, 0.0], [-0.3, 0.2, 0.2], [0.0, -0.2, 0.3], [0.0, 0.0, -0.2], [0.0, 0.0, 0.0], [0.0, 0.0, 0.0], [0.0, 0.0, 0.0], [0.0, 0.0, 0.0], [0.0, 0.0, 0.0], [0.0, 0.0, 0.0], [0.0, 0.0, 0.0], [0.0, 0.0, 0.0], [0.0, 0.0, 0.0], [0.0, 0.0, 0.0]],
  "lowdin_charge": [0.977, -0.034, -0.263, -0.029, -0.010, -0.263, -0.083, -0.237, 0.009, -0.016, -0.253, -0.035, 0.028, -0.130, -0.057, -0.028, -0.021, -0.127, 0.011, -0.139, 0.022, -0.048, -0.015, -0.011, -0.109, -0.038, 0.087, 0.089, 0.084, 0.124, 0.130, 0.123, 0.124, 0.086, 0.093, 0.083, 0.126, 0.141, 0.110, 0.087, 0.127, 0.138, 0.115, 0.122, 0.131, -0.020, -0.072, 0.124, -0.263, -0.130, 0.010, 0.021, 0.002, 0.170, 0.169, 0.135, 0.098, 0.153, 0.145, 0.182, -0.124, 0.031, -0.271, -0.036, -0.047, -0.038, -0.046, -0.026, 0.125, 0.118, 0.119, 0.119, 0.125],
  "orbital_gap_ev": 5.974,
  "total_charge": 2,
  "e_homo_ha": -0.447,
  "total_energy_ha": -1933.16086
}